# 1
Below is a molecular structure, C42H57As3N4PSe2W, with properties calculated with ωB97M-V with the def2-TZVPD basis set.

Structure (XYZ):
```
110
Properties=species:S:1:pos:R:3:forces:R:3
W -0.257 -0.317 0.127 0.49 0.36 -0.67
C 2.372 -2.271 -0.267 -0.03 0.09 -0.09
C 2.602 -2.678 1.185 -0.03 -0.05 -0.01
C 2.092 -1.692 2.211 0.10 -0.15 -0.08
C 2.615 -1.814 3.626 -0.04 0.08 -0.03
C 2.373 -0.848 4.519 -0.03 -0.01 -0.05
C 1.706 0.442 4.100 0.16 0.01 -0.03
C 1.152 0.272 2.720 -0.05 0.22 0.15
N 2.074 -0.296 1.720 -0.19 -0.04 0.18
N 0.962 -2.023 -0.755 -0.38 -0.18 0.03
C 0.153 -3.286 -0.629 0.17 -0.02 0.16
C -1.219 -3.139 -0.015 0.26 -0.20 -0.32
C -1.911 -4.255 0.405 -0.37 0.09 -0.11
C -3.285 -4.136 0.619 0.12 -0.09 0.05
C -3.907 -2.921 0.385 0.15 0.22 -0.08
C -3.117 -1.826 0.066 -0.18 -0.21 0.22
N -1.792 -1.924 -0.073 0.08 -0.03 0.12
C 1.106 -1.681 -2.208 0.09 0.05 0.08
C -0.160 -1.127 -2.786 -0.06 0.04 -0.09
C -0.503 -1.294 -4.115 0.00 -0.01 0.04
C -1.634 -0.660 -4.605 0.00 -0.02 -0.03
C -2.404 0.110 -3.746 -0.02 0.03 0.06
C -2.013 0.225 -2.428 0.01 -0.08 -0.07
N -0.906 -0.371 -1.963 -0.08 -0.08 0.12
H 2.914 -1.352 -0.485 0.01 -0.03 0.03
H 2.783 -3.055 -0.912 0.04 0.01 0.02
H 2.209 -3.676 1.398 0.02 0.01 0.02
H 3.688 -2.778 1.284 0.00 0.00 -0.01
H 3.143 -2.717 3.907 0.00 -0.02 -0.01
H 2.741 -0.939 5.534 -0.01 0.02 0.02
H 2.547 1.143 3.984 -0.02 0.01 0.03
H 0.729 1.200 2.338 -0.06 -0.07 0.09
H -0.010 -3.692 -1.632 0.02 -0.05 0.04
H 0.728 -4.037 -0.088 -0.01 0.04 0.01
H -1.407 -5.206 0.503 -0.02 -0.03 -0.04
H -3.863 -4.995 0.933 -0.01 -0.02 -0.01
H -4.977 -2.803 0.471 -0.02 -0.02 0.02
H -3.547 -0.842 -0.062 0.03 -0.04 0.01
H 1.879 -0.911 -2.284 -0.03 -0.02 -0.02
H 1.447 -2.557 -2.763 -0.01 0.01 -0.02
H 0.115 -1.907 -4.756 0.00 0.00 -0.02
H -1.914 -0.769 -5.644 0.00 0.00 -0.01
H -3.297 0.615 -4.086 0.00 -0.01 -0.02
H -2.584 0.811 -1.718 0.01 -0.01 -0.01
C -2.665 2.787 0.999 -0.01 0.09 -0.03
As -1.829 1.208 1.724 -0.04 -0.12 0.26
C -3.441 0.291 2.328 -0.06 -0.01 -0.03
C -1.233 2.021 3.446 -0.03 0.00 0.00
C -0.814 1.338 4.779 0.01 0.12 -0.07
C -1.599 0.049 5.018 -0.04 -0.07 -0.01
C 0.716 1.174 5.046 0.00 0.00 0.03
As 0.155 -1.450 2.416 0.26 0.15 -0.01
C 3.353 0.405 1.596 -0.02 0.00 -0.09
C -0.442 -2.685 3.763 -0.21 -0.10 0.03
C -1.286 2.318 5.895 -0.03 -0.11 0.05
As -0.923 4.269 6.095 0.02 0.05 -0.08
C -1.906 4.992 4.552 -0.02 0.05 -0.01
C 0.875 4.535 5.358 0.06 0.08 0.02
H -3.445 3.069 1.707 0.01 0.09 -0.06
H -3.111 2.591 0.025 -0.01 -0.01 0.03
H -1.924 3.580 0.912 -0.04 0.02 0.00
H -3.792 0.834 3.203 -0.04 -0.03 -0.01
H -3.277 -0.751 2.597 0.02 0.02 0.00
H -4.209 0.352 1.558 -0.02 0.02 0.03
H -2.168 2.554 3.643 0.07 0.00 0.03
H -0.514 2.780 3.143 0.02 0.03 0.04
H -1.575 -0.638 4.173 0.04 0.07 0.00
H -2.652 0.262 5.201 -0.01 0.02 0.02
H -1.222 -0.478 5.896 -0.01 0.00 0.01
H 0.800 0.742 6.047 0.00 -0.04 -0.02
H 1.099 2.186 5.139 -0.02 -0.05 0.04
H 4.027 0.142 2.415 0.01 0.02 -0.01
H 3.167 1.478 1.617 -0.01 0.02 0.00
H 3.831 0.158 0.647 0.01 -0.01 0.01
H -0.061 -2.335 4.718 -0.05 -0.12 0.03
H 0.016 -3.639 3.493 0.00 0.00 0.06
H -1.524 -2.779 3.782 0.02 0.00 0.02
H -0.972 1.898 6.855 -0.02 -0.03 0.00
H -2.381 2.302 5.916 0.00 -0.02 0.03
H -2.926 4.604 4.547 -0.02 0.02 0.01
H -1.429 4.803 3.589 0.00 0.01 0.03
H -1.970 6.070 4.695 -0.01 0.01 -0.01
H 1.632 4.145 6.038 0.01 0.02 0.00
H 1.010 5.616 5.302 0.04 0.00 0.00
H 1.027 4.122 4.360 -0.03 0.01 0.00
Se 0.965 4.268 1.506 0.09 0.07 0.02
P 1.123 3.799 -0.518 0.07 -0.06 0.01
Se 1.136 1.461 -0.811 -0.01 -0.06 -0.08
C -0.224 4.391 -1.560 -0.18 0.03 -0.04
C -0.326 5.745 -1.893 -0.09 0.07 0.21
C -1.412 6.205 -2.620 0.00 -0.03 -0.01
C -2.418 5.332 -3.010 0.03 0.00 0.02
C -2.339 3.994 -2.655 -0.02 -0.01 -0.01
C -1.252 3.530 -1.933 0.09 -0.03 -0.18
C 2.728 4.136 -1.269 0.22 0.02 0.03
C 2.950 5.260 -2.067 -0.09 -0.10 -0.10
C 4.234 5.579 -2.484 -0.01 -0.01 -0.01
C 5.309 4.789 -2.114 0.00 0.02 -0.02
C 5.099 3.665 -1.328 -0.02 -0.06 0.02
C 3.822 3.343 -0.904 -0.01 0.16 -0.02
H 0.398 6.467 -1.549 0.09 -0.01 0.06
H -1.477 7.255 -2.870 0.00 0.01 -0.01
H -3.263 5.698 -3.576 -0.01 0.00 -0.01
H -3.133 3.316 -2.942 0.00 -0.01 -0.01
H -1.182 2.486 -1.663 -0.01 0.04 -0.03
H 2.144 5.894 -2.391 -0.09 0.00 0.00
H 4.389 6.452 -3.102 -0.01 0.01 0.00
H 6.307 5.047 -2.438 0.01 0.00 0.00
H 5.935 3.043 -1.041 0.00 -0.01 0.01
H 3.682 2.472 -0.285 -0.03 -0.07 0.12
```
Positions in Å, forces in eV/Å.

Results
- LUMO (spin up / spin down): -8.990 / -9.375 eV
- Relative energy (zero: lowest compared OMol25 entry of this formula, charge and spin): 430.6 kJ/mol
- Calculated total energy: -374737.1610 eV
- Total charge: +3
- 2S+1: 3

These are the Mulliken partial charges, in e, on atoms 1 to 99: 1.637 -1.410 -0.937 0.899 -1.630 -1.189 1.297 -2.131 0.895 0.224 -1.417 0.657 -0.992 -0.703 -1.091 -0.415 0.440 -1.979 1.301 -1.069 -0.755 -1.118 -0.180 0.614 0.474 0.380 0.351 0.514 0.559 0.522 0.760 0.498 0.665 0.598 0.620 0.504 0.503 0.678 0.507 0.757 0.611 0.473 0.567 0.495 -1.500 1.371 -1.674 -2.125 2.801 -0.883 -1.203 1.388 -1.545 -1.303 -2.331 0.342 -0.847 -0.872 0.665 0.469 0.242 0.579 0.228 0.662 1.174 -0.600 -0.755 0.505 0.381 0.527 -0.371 0.469 0.459 0.390 0.597 0.444 0.332 0.589 0.664 0.295 0.046 0.475 0.379 0.378 -0.008 -0.189 0.795 0.055 0.516 -0.859 -0.874 -0.812 -0.379 1.049 1.074 -0.679 -0.871 -0.594 -0.889

# 2
Below is a molecular structure, C42H59BGeN2P2Pt, with properties calculated with ωB97M-V with the def2-TZVPD basis set.

Structure (XYZ):
```
108
Properties=species:S:1:pos:R:3:forces:R:3
Pt -0.339 0.002 -0.325 -0.14 -0.01 0.01
C -1.946 -3.648 1.047 0.01 -0.01 -0.01
C -0.545 -3.737 0.430 -0.01 0.01 0.01
C -0.344 -5.131 -0.174 -0.02 0.00 0.00
C 0.487 -3.546 1.548 0.01 -0.02 -0.01
P -0.248 -2.359 -0.803 0.07 0.01 0.02
C 1.525 -2.580 -1.337 -0.02 0.02 -0.01
N 1.815 -1.341 -2.025 0.01 -0.07 -0.02
B 1.048 -0.180 -1.761 0.06 0.05 -0.01
N 1.320 0.771 -2.771 0.04 0.07 0.01
C 0.500 1.950 -2.896 -0.03 -0.01 0.00
P -0.170 2.213 -1.167 -0.03 0.00 0.03
C 1.061 3.438 -0.444 0.04 -0.01 -0.03
C 1.667 4.369 -1.508 0.02 -0.04 0.04
C 0.430 4.312 0.643 0.00 0.01 -0.02
C 2.197 2.601 0.160 -0.01 0.00 0.01
C -1.858 2.962 -1.417 0.00 0.00 0.03
C -2.536 3.201 -0.062 -0.01 0.01 -0.01
C -2.716 1.930 -2.163 0.01 0.00 -0.01
C -1.797 4.256 -2.231 0.01 0.00 -0.02
C 2.180 0.172 -3.697 0.02 -0.07 0.00
C 2.697 0.642 -4.890 0.00 0.02 0.00
C 3.536 -0.198 -5.615 0.00 -0.02 0.01
C 3.849 -1.473 -5.155 -0.01 0.02 0.00
C 3.335 -1.953 -3.955 0.00 -0.01 0.01
C 2.494 -1.127 -3.232 -0.02 0.03 0.00
C -1.209 -2.681 -2.404 -0.02 -0.01 0.00
C -2.656 -3.044 -2.047 -0.01 0.00 -0.01
C -1.257 -1.423 -3.282 0.01 -0.01 -0.01
C -0.591 -3.790 -3.264 0.00 0.00 0.00
H -1.977 -4.303 1.921 0.00 0.00 0.00
H -2.725 -3.980 0.367 0.00 0.00 0.00
H -2.183 -2.642 1.385 0.00 0.01 0.01
H -0.355 -5.856 0.644 0.00 0.00 -0.01
H 0.614 -5.235 -0.687 0.00 0.00 0.01
H -1.145 -5.405 -0.859 0.02 0.00 -0.01
H 0.242 -4.232 2.362 0.00 -0.01 0.00
H 0.476 -2.537 1.953 -0.01 0.01 0.01
H 1.503 -3.773 1.223 0.00 0.01 0.01
H 1.634 -3.442 -1.994 0.01 0.00 0.01
H 2.166 -2.726 -0.466 0.01 0.00 -0.01
H -0.324 1.794 -3.598 -0.01 -0.02 0.01
H 1.061 2.816 -3.237 0.01 0.00 -0.01
H 0.924 4.823 -2.164 0.00 0.01 0.02
H 2.414 3.859 -2.116 -0.02 0.00 -0.03
H 2.181 5.180 -0.988 0.01 -0.01 0.01
H -0.227 5.070 0.215 0.01 -0.01 0.01
H 1.236 4.835 1.163 0.00 0.00 0.00
H -0.118 3.742 1.386 0.01 0.00 -0.01
H 2.654 1.944 -0.584 0.01 0.01 0.01
H 1.850 1.989 0.992 0.00 0.00 0.01
H 2.970 3.274 0.536 0.00 0.01 0.00
H -2.534 2.289 0.540 0.00 0.00 0.00
H -3.576 3.484 -0.240 0.00 -0.01 0.00
H -2.070 3.991 0.519 -0.02 -0.01 -0.01
H -2.810 1.005 -1.590 0.01 -0.01 0.00
H -2.338 1.691 -3.156 0.00 0.00 0.00
H -3.719 2.345 -2.287 0.00 0.00 0.00
H -1.273 5.051 -1.702 -0.01 0.00 0.00
H -2.815 4.602 -2.424 0.00 0.00 0.01
H -1.314 4.106 -3.199 -0.01 0.01 0.00
H 2.454 1.633 -5.252 0.00 0.00 0.00
H 3.950 0.147 -6.552 0.00 0.00 0.00
H 4.506 -2.103 -5.740 0.00 0.00 0.00
H 3.588 -2.944 -3.598 0.00 0.00 0.00
H -3.091 -2.351 -1.323 0.00 0.00 -0.01
H -2.739 -4.055 -1.655 0.00 0.00 0.01
H -3.260 -2.999 -2.956 0.01 0.00 0.00
H -1.692 -0.574 -2.757 -0.01 0.01 0.02
H -1.889 -1.645 -4.146 0.00 0.01 0.00
H -0.275 -1.141 -3.663 -0.01 0.00 0.01
H -0.446 -4.728 -2.735 0.00 0.00 0.01
H 0.362 -3.477 -3.694 0.00 0.00 -0.01
H -1.266 -3.985 -4.100 -0.01 -0.01 0.01
C 4.099 -1.425 3.433 0.00 0.01 0.01
C 3.159 -1.126 4.409 0.00 0.00 0.00
C 1.918 -0.618 4.046 0.01 -0.01 -0.01
C 1.592 -0.420 2.703 -0.02 0.00 0.02
C 2.553 -0.709 1.736 0.00 -0.01 0.02
C 3.799 -1.205 2.095 0.00 0.00 -0.02
Ge -0.179 0.282 2.250 0.04 0.03 -0.01
C -1.656 -0.767 2.996 0.03 -0.02 -0.04
C -1.447 -1.749 3.962 -0.02 0.00 -0.01
C -2.517 -2.459 4.490 0.00 0.00 0.00
C -3.809 -2.203 4.054 0.00 0.00 0.00
C -4.032 -1.230 3.089 0.00 0.00 0.00
C -2.961 -0.520 2.565 -0.01 0.00 0.00
C -0.284 2.031 3.115 -0.01 -0.03 0.03
C 0.874 2.652 3.586 0.00 0.01 -0.02
C 0.810 3.883 4.224 0.00 0.00 0.00
C -0.415 4.512 4.397 0.00 0.00 0.01
C -1.578 3.896 3.954 -0.01 0.00 -0.01
C -1.512 2.660 3.326 0.03 0.02 0.02
H 5.067 -1.817 3.715 0.00 0.00 0.00
H 3.393 -1.281 5.454 0.00 0.00 0.00
H 1.206 -0.364 4.824 0.00 0.00 0.00
H 2.329 -0.545 0.687 0.01 0.01 0.00
H 4.537 -1.418 1.332 0.00 0.00 0.00
H -0.444 -1.976 4.304 0.00 0.00 0.00
H -2.341 -3.217 5.244 0.00 0.00 0.00
H -4.641 -2.759 4.465 0.00 0.00 0.00
H -5.038 -1.028 2.744 0.00 0.00 0.00
H -3.150 0.221 1.793 0.00 0.01 0.00
H 1.838 2.172 3.458 0.00 0.01 -0.01
H 1.716 4.350 4.588 0.00 0.00 0.00
H -0.466 5.474 4.892 0.00 0.00 0.00
H -2.537 4.372 4.110 0.00 0.00 0.00
H -2.432 2.182 3.012 -0.01 0.00 -0.01
```
Positions in Å, forces in eV/Å.

Results
- LUMO (spin up / spin down): -2.630 / -4.317 eV
- Relative energy (zero: lowest compared OMol25 entry of this formula, charge and spin): 0.0 kJ/mol
- Calculated total energy: -126507.7626 eV
- Total charge: +1
- 2S+1: 2

These are the Mulliken partial charges, in e, on atoms 1 to 99: 1.331 -2.103 2.715 -2.069 -2.230 0.059 -1.562 0.617 -0.357 0.481 -1.716 -0.126 2.838 -1.997 -2.034 -1.885 2.081 -1.749 -1.673 -1.606 0.541 -1.128 -0.741 -0.770 -0.964 0.560 2.873 -2.037 -2.208 -1.783 0.608 0.423 0.365 0.531 0.327 0.355 0.701 0.340 0.408 0.823 0.273 0.259 0.726 0.315 0.435 0.524 0.321 0.667 0.192 0.167 0.144 0.752 0.165 0.645 0.353 0.104 0.345 0.708 0.342 0.488 0.270 0.493 0.428 0.422 0.523 0.295 0.338 0.562 0.524 0.789 0.311 0.270 0.358 0.509 -0.750 -0.882 -0.715 0.478 0.679 -0.981 -1.280 0.897 -0.119 -0.804 -0.725 -0.876 0.337 0.128 0.100 -0.904 -0.626 -0.788 -0.269 0.402 0.428 0.539 0.288 0.480 0.270

> Which value of relative energy (zero: lowest compared OMol25 entry of this formula, charge and spin) does entry 1 give?

430.6 kJ/mol

> 2S+1 of number 1 (C42H57As3N4PSe2W)?

3

> The lowest 2S+1 belongs to which entry?

C42H59BGeN2P2Pt